(1)
Molecular formula: C3H10N4O
Method: DFT, ωB97M-V/def2-TZVPD

Properties
- lowest unoccupied orbital energy (eV) = 0.929
- spin multiplicity = 1
- E_HOMO (Ha) = -0.33039
- energy (Eh) = -414.591902
- structure (SMILES) = C/C(N)=N\C(N)=O.N
- F_max (eV Å⁻¹) = 3.12
- gap between HOMO and LUMO (eV) = 9.9
- relative energy (zero: lowest compared OMol25 entry of this formula, charge and spin) (kcal/mol) = 13.38

```
18
C3H10N4O ωB97M-V/def2-TZVPD
C 1.462 -1.142 -1.300
C -0.001 -0.999 -0.982
N -0.826 -1.912 -1.552
N -0.510 -0.081 -0.259
C 0.255 0.810 0.500
N 0.111 2.113 0.062
O 1.187 0.483 1.257
H 1.702 -2.160 -1.603
H 1.724 -0.467 -2.116
H 2.047 -0.871 -0.425
H -1.817 -1.795 -1.430
H -0.496 -2.514 -2.282
H 0.663 2.789 0.569
H -0.719 2.310 -0.477
N -1.183 0.991 2.316
H -0.205 0.750 2.630
H -1.687 1.542 3.010
H -1.706 0.153 2.083
```

Atomic partial charges in e from the Mulliken method, atoms 1 to 8: number 1, C, carries -1.163; number 2, C, carries 0.784; number 3, N, carries -0.417; number 4, N, carries -0.736; number 5, C, carries 0.976; number 6, N, carries -0.465; number 7, O, carries -0.745; number 8, H, carries 0.378



(2)
Molecular formula: C3H10N4O
Method: DFT, ωB97M-V/def2-TZVPD

Properties
- lowest unoccupied orbital energy (eV) = 0.731
- spin multiplicity = 1
- E_HOMO (Ha) = -0.32019
- energy (Eh) = -414.318764
- structure (SMILES) = [H]/N=C(/NN)N(C)OC
- F_max (eV Å⁻¹) = 5.90
- gap between HOMO and LUMO (eV) = 9.4
- relative energy (zero: lowest compared OMol25 entry of this formula, charge and spin) (kcal/mol) = 184.78

```
18
C3H10N4O ωB97M-V/def2-TZVPD
H 1.640 -1.449 -0.915
N 0.899 -1.358 -1.812
C 0.318 -0.362 -1.256
N -0.847 0.310 -1.865
N -2.009 0.670 -1.145
N 0.265 0.213 0.184
C 0.423 1.582 0.719
O 1.325 -0.513 0.806
C 0.569 -1.430 1.638
H -0.880 -0.042 -2.885
H -2.047 1.720 -1.011
H -2.185 0.181 -0.235
H 0.066 1.633 1.776
H 1.420 1.944 0.274
H -0.058 2.346 0.250
H 0.173 -1.029 2.783
H 1.286 -2.544 1.713
H -0.358 -1.871 0.981
```

Atomic partial charges in e from the Mulliken method, atoms 1 to 8: number 1, H, carries 0.396; number 2, N, carries -0.674; number 3, C, carries 0.133; number 4, N, carries -0.108; number 5, N, carries -0.615; number 6, N, carries 0.341; number 7, C, carries -0.991; number 8, O, carries -0.409



(3)
Molecular formula: C3H10N4O
Method: DFT, ωB97M-V/def2-TZVPD

Properties
- lowest unoccupied orbital energy (eV) = -0.426
- spin multiplicity = 1
- E_HOMO (Ha) = -0.31547
- energy (Eh) = -414.446792
- structure (SMILES) = CNCC(N)(N)N=O
- F_max (eV Å⁻¹) = 5.21
- gap between HOMO and LUMO (eV) = 8.2
- relative energy (zero: lowest compared OMol25 entry of this formula, charge and spin) (kcal/mol) = 104.44

```
18
C3H10N4O ωB97M-V/def2-TZVPD
C 0.476 0.203 2.123
N -0.754 0.628 1.486
C -0.591 1.089 -0.051
C -0.210 -0.161 -0.941
N 1.132 -0.629 -0.799
N -1.058 -1.293 -0.735
N -0.461 0.695 -2.178
O 0.549 0.863 -2.885
H 1.287 0.916 1.948
H 0.321 0.125 3.205
H 0.798 -0.794 1.798
H -1.425 -0.141 1.521
H -1.600 1.465 -0.251
H 0.177 1.867 -0.010
H 1.351 -1.253 -1.571
H 1.777 0.156 -0.872
H -0.559 -1.971 -0.167
H -1.209 -1.764 -1.621
```

Atomic partial charges in e from the Mulliken method, atoms 1 to 8: number 1, C, carries -0.754; number 2, N, carries -0.434; number 3, C, carries -1.074; number 4, C, carries 1.018; number 5, N, carries -0.577; number 6, N, carries -0.700; number 7, N, carries -0.105; number 8, O, carries -0.329



(4)
Molecular formula: C3H10N4O
Method: DFT, ωB97M-V/def2-TZVPD

Properties
- lowest unoccupied orbital energy (spin up / spin down) (eV) = 0.490 / 0.491
- spin multiplicity = 1
- E_HOMO (spin up / spin down) (Ha) = -0.26406 / -0.26408
- energy (Eh) = -414.378298
- F_max (eV Å⁻¹) = 1.45
- gap between HOMO and LUMO (spin up / spin down) (eV) = 7.7 / 7.7
- relative energy (zero: lowest compared OMol25 entry of this formula, charge and spin) (kcal/mol) = 147.42

```
18
C3H10N4O ωB97M-V/def2-TZVPD
C -1.417 1.158 -0.510
C 0.681 -1.181 -1.020
N -0.105 -0.729 1.315
N 0.466 -0.304 0.126
N -1.787 1.182 0.759
C 1.379 0.739 0.345
O -1.004 -1.836 1.009
N 2.354 1.115 -0.367
H -0.838 -2.434 1.745
H -1.300 0.274 1.354
H -1.475 2.002 1.266
H 2.485 0.561 -1.210
H -0.973 2.025 -0.990
H -1.800 0.351 -1.119
H 1.148 1.287 1.254
H -0.067 -1.971 -1.033
H 1.675 -1.633 -0.979
H 0.577 -0.606 -1.944
```

Atomic partial charges in e from the Mulliken method, atoms 1 to 8: number 1, C, carries -0.396; number 2, C, carries -1.204; number 3, N, carries -0.745; number 4, N, carries 0.400; number 5, N, carries -0.519; number 6, C, carries 0.185; number 7, O, carries -0.451; number 8, N, carries -0.731



(5)
Molecular formula: C3H10N4O
Method: DFT, ωB97M-V/def2-TZVPD

Properties
- lowest unoccupied orbital energy (eV) = 0.957
- spin multiplicity = 1
- E_HOMO (Ha) = -0.28675
- energy (Eh) = -414.523321
- structure (SMILES) = NN=C(N)N.CC=O
- F_max (eV Å⁻¹) = 3.65
- gap between HOMO and LUMO (eV) = 8.8
- relative energy (zero: lowest compared OMol25 entry of this formula, charge and spin) (kcal/mol) = 56.42

```
18
C3H10N4O ωB97M-V/def2-TZVPD
N -0.200 -2.408 -0.673
N 0.464 -1.599 0.178
C 0.973 -0.527 -0.398
N 1.848 0.277 0.265
N 0.935 -0.232 -1.733
H 0.012 -2.182 -1.651
H -0.009 -3.388 -0.474
H 1.862 0.020 1.248
H 1.584 1.256 0.172
H 1.881 -0.068 -2.065
H 0.494 0.681 -1.851
C -1.488 1.193 1.641
C -1.274 1.117 0.157
O -0.632 1.960 -0.479
H -2.560 1.144 1.848
H -0.987 0.350 2.120
H -1.089 2.130 2.037
H -1.815 0.277 -0.344
```

Atomic partial charges in e from the Mulliken method, atoms 1 to 8: number 1, N, carries -0.402; number 2, N, carries -0.443; number 3, C, carries 0.373; number 4, N, carries -0.515; number 5, N, carries -0.664; number 6, H, carries 0.239; number 7, H, carries 0.252; number 8, H, carries 0.297



(6)
Molecular formula: C3H10N5
Method: DFT, ωB97M-V/def2-TZVPD

Properties
- lowest unoccupied orbital energy (eV) = -4.219
- spin multiplicity = 1
- E_HOMO (Ha) = -0.51430
- energy (Eh) = -393.629445
- structure (SMILES) = C[C@@H]1N=[N+](N)NN1C
- F_max (eV Å⁻¹) = 4.86
- gap between HOMO and LUMO (eV) = 9.8
- charge = +1
- relative energy (zero: lowest compared OMol25 entry of this formula, charge and spin) (kcal/mol) = 143.42

```
18
C3H10N5 ωB97M-V/def2-TZVPD
C 1.532 -0.914 -1.091
C 0.615 -0.627 0.047
N -0.695 -1.124 -0.451
N -1.589 -0.296 -0.245
N -2.818 -0.535 -0.532
N -1.243 0.864 0.258
N 0.466 0.848 0.188
C 1.117 1.265 1.396
H 2.496 -1.176 -0.747
H 1.814 -0.062 -1.721
H 1.152 -1.795 -1.721
H 0.975 -1.139 0.924
H -3.160 -1.497 -0.602
H -3.326 0.302 -0.607
H -1.604 1.776 0.011
H 0.648 2.164 1.659
H 1.386 0.552 2.252
H 2.233 1.394 0.983
```

Atomic partial charges in e from the Mulliken method, atoms 1 to 8: number 1, C, carries -1.389; number 2, C, carries 0.516; number 3, N, carries -0.731; number 4, N, carries 1.526; number 5, N, carries -0.629; number 6, N, carries -0.692; number 7, N, carries -0.156; number 8, C, carries -0.738



(7)
Molecular formula: C3H10N5
Method: DFT, ωB97M-V/def2-TZVPD

Properties
- lowest unoccupied orbital energy (spin up / spin down) (eV) = -5.135 / -5.079
- spin multiplicity = 1
- E_HOMO (spin up / spin down) (Ha) = -0.46864 / -0.46821
- energy (Eh) = -393.574152
- F_max (eV Å⁻¹) = 3.58
- gap between HOMO and LUMO (spin up / spin down) (eV) = 7.6 / 7.7
- charge = +1
- relative energy (zero: lowest compared OMol25 entry of this formula, charge and spin) (kcal/mol) = 178.12

```
18
C3H10N5 ωB97M-V/def2-TZVPD
C -0.096 0.463 0.331
C 0.118 1.933 0.502
C 2.088 -0.339 0.295
N -2.479 0.561 0.101
N 0.159 -1.776 0.286
N -1.187 -1.551 0.076
N 0.800 -0.553 0.361
N -1.364 -0.073 0.174
H 0.262 -0.449 -2.315
H -0.880 2.155 0.531
H 0.508 2.341 -0.418
H 0.508 2.113 1.442
H 0.688 0.114 -2.853
H 2.291 0.718 0.658
H 2.769 -1.198 0.410
H -3.231 -0.074 -0.093
H 0.682 -2.412 -0.337
H -1.636 -1.973 0.849
```

Atomic partial charges in e from the Mulliken method, atoms 1 to 8: number 1, C, carries 0.508; number 2, C, carries -1.640; number 3, C, carries -0.269; number 4, N, carries -0.994; number 5, N, carries -0.406; number 6, N, carries -0.236; number 7, N, carries 0.399; number 8, N, carries 0.831



(8)
Molecular formula: C3H10N7
Method: DFT, ωB97M-V/def2-TZVPD

Properties
- lowest unoccupied orbital energy (eV) = -2.449
- spin multiplicity = 1
- E_HOMO (Ha) = -0.45899
- energy (Eh) = -503.376126
- F_max (eV Å⁻¹) = 6.23
- gap between HOMO and LUMO (eV) = 10.0
- charge = +1
- relative energy (zero: lowest compared OMol25 entry of this formula, charge and spin) (kcal/mol) = 0.00

```
20
C3H10N7 ωB97M-V/def2-TZVPD
C 3.215 -0.617 -0.052
C 1.922 1.044 -0.079
C -3.000 0.349 -0.405
N 3.174 0.718 -0.020
N 1.927 -1.146 -0.138
N 1.088 -0.041 -0.187
N 4.234 -1.409 0.075
N 1.456 2.287 -0.006
N -1.968 -0.313 -0.031
N -4.234 0.107 0.200
H -2.916 0.901 -1.237
H 5.064 -0.881 0.223
H 4.105 -2.396 -0.096
H 2.217 3.031 -0.027
H 0.430 2.457 -0.143
H 0.089 -0.217 -0.201
H -2.229 -1.163 0.549
H 1.817 -1.943 -0.683
H -5.101 0.514 -0.208
H -4.253 -0.440 1.144
```

Atomic partial charges in e from the Mulliken method, atoms 1 to 8: number 1, C, carries 0.465; number 2, C, carries 0.450; number 3, C, carries -0.018; number 4, N, carries -0.572; number 5, N, carries -0.283; number 6, N, carries 0.088; number 7, N, carries -0.329; number 8, N, carries -0.381



(9)
Molecular formula: C3H10NO
Method: DFT, ωB97M-V/def2-TZVPD

Properties
- lowest unoccupied orbital energy (spin up / spin down) (eV) = 0.729 / 0.595
- spin multiplicity = 2
- E_HOMO (spin up / spin down) (Ha) = -0.12597 / -0.40283
- energy (Eh) = -250.156738
- F_max (eV Å⁻¹) = 1.86
- expectation value of S² = 0.751
- gap between HOMO and LUMO (spin up / spin down) (eV) = 4.2 / 11.6
- relative energy (zero: lowest compared OMol25 entry of this formula, charge and spin) (kcal/mol) = 37.70

```
15
C3H10NO ωB97M-V/def2-TZVPD
C -0.445 -0.907 0.403
C 0.411 0.273 0.901
C -0.132 1.565 0.272
O 0.235 1.505 -1.098
N 0.213 -1.565 -0.767
H -1.422 -0.548 0.115
H -0.676 -1.639 1.179
H 0.384 0.368 1.975
H 1.428 0.295 0.533
H -1.200 1.748 0.383
H 0.322 2.427 0.772
H -0.456 1.764 -1.711
H -0.321 -2.386 -1.143
H 1.088 -2.047 -0.395
H 0.572 -0.852 -1.420
```

Atomic partial charges in e from the Mulliken method, atoms 1 to 8: number 1, C, carries -1.268; number 2, C, carries -0.349; number 3, C, carries -0.585; number 4, O, carries -0.426; number 5, N, carries -2.144; number 6, H, carries 0.317; number 7, H, carries 0.411; number 8, H, carries 0.416



(10)
Molecular formula: C3H10NO
Method: DFT, ωB97M-V/def2-TZVPD

Properties
- lowest unoccupied orbital energy (spin up / spin down) (eV) = 1.028 / -1.747
- spin multiplicity = 2
- E_HOMO (spin up / spin down) (Ha) = -0.30519 / -0.30186
- energy (Eh) = -250.177237
- F_max (eV Å⁻¹) = 1.01
- expectation value of S² = 0.754
- gap between HOMO and LUMO (spin up / spin down) (eV) = 9.3 / 6.5
- relative energy (zero: lowest compared OMol25 entry of this formula, charge and spin) (kcal/mol) = 24.84

```
15
C3H10NO ωB97M-V/def2-TZVPD
C -0.581 1.371 -1.913
O 0.577 0.789 -1.493
H -1.428 0.674 -1.908
H -0.422 1.697 -2.953
H -0.819 2.305 -1.395
C 0.412 -1.912 1.043
N -0.225 -0.677 0.644
C -0.163 0.454 1.523
H 0.511 -2.564 0.181
H -0.222 -2.418 1.783
H 1.399 -1.808 1.516
H 0.021 -0.443 -0.318
H -0.243 0.114 2.558
H 0.729 1.078 1.440
H -1.000 1.133 1.331
```

Atomic partial charges in e from the Mulliken method, atoms 1 to 8: number 1, C, carries -0.501; number 2, O, carries -0.396; number 3, H, carries 0.276; number 4, H, carries 0.296; number 5, H, carries 0.236; number 6, C, carries -0.915; number 7, N, carries -0.267; number 8, C, carries -0.876



(11)
Molecular formula: C3H10NO
Method: DFT, ωB97M-V/def2-TZVPD

Properties
- lowest unoccupied orbital energy (eV) = -4.219
- spin multiplicity = 1
- E_HOMO (Ha) = -0.42118
- energy (Eh) = -249.992873
- F_max (eV Å⁻¹) = 2.88
- gap between HOMO and LUMO (eV) = 7.2
- charge = +1
- relative energy (zero: lowest compared OMol25 entry of this formula, charge and spin) (kcal/mol) = 38.24

```
15
C3H10NO ωB97M-V/def2-TZVPD
C -3.324 -2.914 -4.435
N -2.932 -3.508 -3.055
H -2.379 -2.689 -4.940
H -3.863 -3.768 -4.885
H -4.091 -2.140 -4.336
H -3.494 -4.326 -2.830
H -2.963 -2.708 -2.397
H -1.905 -3.657 -3.053
O 2.271 1.717 2.025
C 2.098 2.706 2.683
C 2.960 3.080 3.862
H 1.210 3.373 2.523
H 4.069 3.336 3.700
H 2.869 2.230 4.533
H 2.732 4.046 4.297
```

Atomic partial charges in e from the Mulliken method, atoms 1 to 8: number 1, C, carries -0.658; number 2, N, carries -0.380; number 3, H, carries 0.309; number 4, H, carries 0.306; number 5, H, carries 0.323; number 6, H, carries 0.356; number 7, H, carries 0.374; number 8, H, carries 0.370



(12)
Molecular formula: C3H10NO
Method: DFT, ωB97M-V/def2-TZVPD

Properties
- lowest unoccupied orbital energy (eV) = -9.591
- spin multiplicity = 1
- E_HOMO (Ha) = -0.57260
- energy (Eh) = -249.823846
- F_max (eV Å⁻¹) = 2.76
- gap between HOMO and LUMO (eV) = 6.0
- charge = +1
- relative energy (zero: lowest compared OMol25 entry of this formula, charge and spin) (kcal/mol) = 144.30

```
15
C3H10NO ωB97M-V/def2-TZVPD
O -3.080 -1.311 0.193
C -2.408 -0.169 -0.239
C -0.942 -0.498 0.064
N 0.051 0.373 -0.167
C 3.340 0.729 0.413
H -3.969 -1.266 -0.177
H -2.541 0.106 -1.290
H -2.722 0.710 0.331
H -0.660 -1.387 -0.595
H -0.834 -0.914 1.078
H 0.051 0.987 -1.007
H 3.754 0.977 -0.571
H 3.847 -0.213 0.659
H 2.316 0.415 0.245
H 3.799 1.461 1.065
```

Atomic partial charges in e from the Mulliken method, atoms 1 to 8: number 1, O, carries -0.461; number 2, C, carries -0.450; number 3, C, carries -0.353; number 4, N, carries -0.004; number 5, C, carries -0.586; number 6, H, carries 0.336; number 7, H, carries 0.380; number 8, H, carries 0.353



> Number 5 is which compound?

C3H10N4O